i) 11
Properties=species:S:1:pos:R:3 method="wB97M-V/def2-TZVPD" homo_energy_ev=-9.9 homo_lumo_gap_ev=10.916 smiles="C=C(F)CN" lumo_ha=0.03769
H -1.784 0.270 -0.550
C 0.720 -0.859 1.063
C -0.062 0.183 0.828
H 1.154 -0.985 2.051
H -0.688 1.759 -0.521
H 0.826 -1.729 0.436
F -0.316 1.153 1.759
H 0.718 0.510 -1.749
N -0.113 -0.014 -1.618
C -0.738 0.584 -0.399
H 0.282 -0.871 -1.299

***

ii) 11
Properties=species:S:1:pos:R:3 method="wB97M-V/def2-TZVPD" homo_energy_ev=-9.2 homo_lumo_gap_ev=9.130 lumo_ha=-0.00268
C 1.737 0.388 -0.202
H 0.034 1.488 0.432
N -1.604 -0.336 -0.773
C -0.499 -0.601 0.299
H -1.272 1.106 -1.010
H 0.194 -1.529 0.627
H -2.824 -0.635 0.038
F 2.024 -0.926 -0.452
H 2.549 0.958 -0.221
H -0.797 -0.387 1.333
C 0.458 0.474 -0.071

***

Least stable structure: ii)

***

i) 17
Properties=species:S:1:pos:R:3 method="wB97M-V/def2-TZVPD" homo_energy_ev="-13.4 / -13.4" homo_lumo_gap_ev="8.938 / 8.938" lumo_ha="-0.16572 / -0.16570" total_charge=+1
C 0.364 -0.630 0.597
C -1.516 0.828 -0.767
H 1.865 -1.521 1.825
H 1.078 -2.118 -2.055
H -1.986 1.602 0.984
H -0.120 0.733 2.323
C 0.132 -0.777 -0.745
N -1.311 1.056 0.549
N 0.800 -1.890 -1.110
H 0.743 2.724 0.957
H -2.196 1.529 -1.308
N 1.568 -2.325 -0.049
C 1.355 -1.520 0.956
O 0.938 1.863 0.450
N -0.772 -0.004 -1.436
C -0.119 0.590 1.210
H -0.824 -0.140 -2.382

***

ii) 17
Properties=species:S:1:pos:R:3 method="wB97M-V/def2-TZVPD" homo_energy_ev=-15.0 homo_lumo_gap_ev=10.400 lumo_ha=-0.16887 total_charge=+1
C -1.893 -0.901 -1.058
H 0.271 2.524 2.287
H 2.662 1.207 1.815
N 0.728 -1.008 -0.603
H -2.961 -0.965 -1.065
O 0.644 -3.156 -1.460
N -1.401 -0.052 -0.226
C 1.882 0.614 1.256
H -1.754 -2.586 -2.066
C 0.149 -2.113 -1.285
N 0.863 1.160 0.809
H -0.899 2.251 0.851
N -1.195 -1.842 -1.684
H 2.046 -0.354 0.695
C 0.201 2.313 1.189
C -0.098 -0.199 -0.127
H 0.756 3.108 0.671

***

Least stable structure: i)

***

i) 22
Properties=species:S:1:pos:R:3 method="wB97M-V/def2-TZVPD" homo_energy_ev=-14.9 homo_lumo_gap_ev=9.205 smiles="CC(C)(C)[C@H]1N=CC=[NH+]1" lumo_ha=-0.21062 total_charge=+1
H 2.103 0.145 -1.602
H 2.742 1.109 -0.327
N -1.784 -0.360 -0.314
H -0.218 -0.513 -1.918
C -0.886 -2.408 0.041
H 2.292 -0.547 0.009
C 1.962 0.357 -0.463
H -0.855 -3.523 0.184
H -0.646 0.184 1.528
H 0.870 -0.679 1.758
C 0.553 0.624 0.004
C 0.448 0.341 1.539
H 0.781 2.671 0.253
H 0.327 2.291 -1.260
H -2.285 0.491 -0.301
N 0.099 -1.706 -0.436
H -3.059 -1.767 0.581
C -0.305 -0.459 -0.756
H -1.045 2.088 -0.185
H 0.886 1.238 1.895
C 0.090 1.984 -0.286
C -2.071 -1.562 0.053

***

ii) 22
Properties=species:S:1:pos:R:3 method="wB97M-V/def2-TZVPD" homo_energy_ev=-13.4 homo_lumo_gap_ev=8.744 lumo_ha=-0.17292 total_charge=+1
H 1.257 0.721 -2.271
H -0.074 -0.971 1.829
C -2.310 -1.342 -1.559
H 2.574 1.166 0.541
C 0.735 -0.300 1.789
C -1.793 -0.615 -2.546
H 0.452 1.844 2.259
H -0.100 -0.496 -3.885
H 2.437 0.333 -0.910
C 0.031 0.130 -0.549
H 1.579 1.033 3.325
H -2.422 -0.149 -3.212
H -0.225 1.010 3.484
C -0.374 -0.422 -2.815
H -3.435 -1.425 -1.402
N 0.980 0.146 0.355
C 0.555 0.880 2.830
C 0.385 0.197 -1.916
H -0.993 -0.259 -0.519
H -1.704 -1.971 -0.854
H 1.629 -0.797 2.054
N 2.282 0.319 0.119

***

Least stable structure: ii)

***

i) 22
Properties=species:S:1:pos:R:3 method="wB97M-V/def2-TZVPD" homo_energy_ev=-15.1 homo_lumo_gap_ev=10.096 smiles="CCC1=[NH+]C(C)(C)C=N1" lumo_ha=-0.18319 total_charge=+1
H -0.299 -1.099 -2.539
C -0.446 0.129 1.255
H 2.211 -0.858 -3.561
H 1.461 -0.083 2.391
N 1.535 -0.390 0.278
C -0.852 1.631 1.418
H -2.389 -0.287 2.262
C -1.419 -0.603 2.262
H 1.103 -2.131 -2.001
C 1.001 -0.042 1.404
H -1.609 -0.561 -0.578
H -1.063 -0.365 3.272
H -1.469 -1.623 1.994
H -1.943 1.743 1.232
H -0.870 1.754 2.543
H 2.451 0.153 -2.163
C 0.770 -0.972 -2.075
H 1.520 0.719 -3.384
N -0.634 -0.361 -0.193
C 1.782 -0.246 -2.883
H -0.192 2.420 0.938
C 0.553 -0.591 -0.706

***

ii) 22
Properties=species:S:1:pos:R:3 method="wB97M-V/def2-TZVPD" homo_energy_ev=-13.7 homo_lumo_gap_ev=10.789 lumo_ha=-0.10624 total_charge=+1
C 0.865 0.229 -0.333
C 1.622 0.923 1.868
N 1.945 0.631 -0.983
H -1.044 -1.888 -2.762
H -2.528 -0.376 1.635
C -0.795 -0.428 -1.199
C -0.603 -0.907 -2.595
H -0.268 -1.431 1.415
H 2.448 0.225 1.870
H 1.116 1.266 2.713
N 0.640 0.281 0.969
C -0.458 -0.425 1.610
H -1.825 1.049 1.055
C -1.776 -0.007 1.009
H 0.414 -0.961 -2.979
H 1.996 0.608 -1.996
H -1.241 -0.344 -3.258
H -0.563 -0.254 2.673
H 1.970 1.716 1.113
C -1.856 -0.286 -0.477
H 2.680 1.027 -0.505
H -2.739 -0.645 -0.846

***

Least stable structure: ii)

***

i) 22
Properties=species:S:1:pos:R:3 method="wB97M-V/def2-TZVPD" homo_energy_ev="-11.2 / -11.2" homo_lumo_gap_ev="7.560 / 7.561" lumo_ha="-0.13245 / -0.13244" total_charge=+1
C -0.840 -0.073 1.239
N 2.592 1.499 0.375
H -2.710 1.299 -0.155
H -1.654 2.494 0.340
C 0.400 -1.319 -0.487
H 2.433 2.429 0.721
H 2.514 -1.355 0.013
C 1.826 -0.718 -0.552
N -1.762 1.700 -0.300
C -0.604 -0.372 -1.140
H 2.167 -0.698 -1.591
H -0.270 0.011 -2.105
C -0.108 -1.405 0.965
H -0.799 -2.242 1.061
C -0.695 0.682 -0.066
H -1.893 -0.259 1.492
H 0.430 -2.299 -0.964
H 0.707 -1.573 1.666
H -1.701 2.034 -1.268
H -1.548 -0.912 -1.288
C 1.912 0.613 -0.036
H -0.399 0.463 2.081

***

ii) 22
Properties=species:S:1:pos:R:3 method="wB97M-V/def2-TZVPD" homo_energy_ev="-12.1 / -12.1" homo_lumo_gap_ev="8.229 / 8.229" lumo_ha="-0.14372 / -0.14374" total_charge=+1
H -2.427 1.555 1.085
N 1.084 1.978 -1.632
N 0.175 0.062 1.074
C 0.042 1.918 -0.827
H -0.159 -2.914 1.709
H 1.497 -2.456 2.155
C 2.087 2.103 -2.226
H 0.268 2.342 0.177
C 0.795 -2.387 1.322
H -1.150 -1.716 -0.813
C -2.123 0.652 0.449
C -0.702 0.298 0.130
H 0.342 0.600 1.912
H 0.225 -1.038 -1.605
H 2.916 2.317 -2.792
H -2.786 0.713 -0.418
H -0.920 2.159 -1.281
H 1.841 -1.012 0.223
H -2.513 -0.143 1.072
C -0.313 -0.943 -0.665
H 1.061 -2.978 0.462
C 0.761 -1.110 0.487

***

Least stable structure: ii)

***

i) 16
Properties=species:S:1:pos:R:3 method="wB97M-V/def2-TZVPD" homo_energy_ev="-7.8 / -7.8" homo_lumo_gap_ev="8.231 / 8.234" lumo_ha="0.01532 / 0.01534"
N -1.817 -0.374 -0.966
H 0.514 -2.178 0.571
H 0.176 1.008 -0.908
H 1.782 -1.301 -1.446
C 1.171 0.656 1.033
H 1.911 0.162 1.652
O -0.082 -1.585 1.052
C 0.090 -0.292 0.544
H -1.504 -1.301 -1.203
N 2.102 -0.382 -1.129
H -1.185 1.846 1.074
O -1.756 1.376 0.451
C -1.042 0.377 -0.137
C 1.183 0.196 -0.392
H -2.523 0.107 -1.503
H 0.979 1.688 1.308

***

ii) 16
Properties=species:S:1:pos:R:3 method="wB97M-V/def2-TZVPD" homo_energy_ev=-7.6 homo_lumo_gap_ev=8.370 smiles="C[C@@H](NN)C(O)=C=O" lumo_ha=0.02883
H 0.906 -1.249 1.076
H 2.135 -0.018 -1.114
C -1.067 0.660 1.546
O 0.097 -2.244 -1.532
H -1.969 1.246 1.364
C -0.219 0.690 0.296
H 0.134 1.692 0.027
C -0.192 -1.188 -1.043
O -1.558 0.736 -1.769
N 2.205 -0.069 -0.098
H 2.887 -0.804 0.075
C -0.802 -0.012 -0.895
H -0.514 1.070 2.389
H -1.379 -0.354 1.792
H -1.628 0.262 -2.605
N 0.963 -0.416 0.491

***

Least stable structure: i)